Record 1
# C22H34CaN4OSSe

C22H34CaN4OSSe as an isolated structure (ωB97M-V/def2-TZVPD, OMol25).

Values from the calculation:
multiplicity	1
total charge	0
E_HOMO	-4.487	eV

Positions of all 64 atoms, in Å:
1 Ca 0.3938 -0.8274 -0.1045
2 C 3.3145 -0.2520 2.0795
3 C 3.6160 -0.3233 0.5727
4 N 2.8376 -1.3598 -0.1143
5 C 3.2627 -2.7756 0.1079
6 C 2.2805 -3.7357 -0.5469
7 N 0.8973 -3.2358 -0.6193
8 C -0.2410 -4.1037 -0.2439
9 C -0.3522 -4.3644 1.2993
10 C 0.3119 -3.3717 2.2751
11 N -0.3036 -2.0121 2.2355
12 C -0.0703 -1.1633 3.4441
13 C -0.0560 0.3418 3.0881
14 N 0.9547 0.6567 1.9894
15 C 2.3577 0.8731 2.4860
16 H 4.2836 -0.0273 2.5896
17 H 2.9670 -1.2089 2.5041
18 H 4.7035 -0.5152 0.4280
19 H 3.4277 0.6212 0.0349
20 H 2.8616 -1.2832 -1.1658
21 H 3.3331 -2.9407 1.1981
22 H 4.2710 -2.8843 -0.2854
23 H 2.3262 -4.7011 -0.0246
24 H 2.5838 -3.8597 -1.5867
25 H 0.8692 -2.9283 -1.6393
26 H -0.1137 -5.1162 -0.6729
27 H -1.1555 -3.7011 -0.6722
28 H 0.0814 -5.3778 1.5377
29 H -1.4219 -4.4656 1.5807
30 H 1.3716 -3.2048 2.0212
31 H 0.2816 -3.7415 3.2751
32 H -1.3121 -2.1978 2.1915
33 H 0.9043 -1.4330 3.9420
34 H -0.8940 -1.3359 4.1772
35 H 0.1463 0.9141 4.0040
36 H -1.0208 0.6146 2.6918
37 H 0.6823 1.5998 1.6505
38 H 2.3978 1.0086 3.5798
39 H 2.7442 1.8081 2.0273
40 O -1.2153 0.6426 -0.7133
41 S -1.5108 2.1046 -0.5153
42 C -0.7549 2.9423 -1.8775
43 C 0.0543 2.2599 -2.8047
44 C 0.6473 3.0023 -3.8470
45 C 0.4856 4.3975 -3.8768
46 C -0.3180 5.0430 -2.9351
47 C -0.8800 4.3086 -1.9074
48 C -3.2138 2.2858 -0.9743
49 C -3.7934 1.5642 -2.0255
50 C -5.1471 1.7395 -2.2892
51 C -5.9012 2.6648 -1.5240
52 C -5.3182 3.3448 -0.4414
53 C -3.9763 3.1294 -0.1753
54 H 0.2323 1.1956 -2.7052
55 H 1.2977 2.5059 -4.5430
56 H 0.9674 4.9891 -4.6366
57 H -0.5998 6.0752 -3.0164
58 H -1.4141 4.8035 -1.0954
59 H -3.1703 0.9199 -2.6283
60 H -5.5929 1.0786 -3.0325
61 H -6.9436 2.8658 -1.7484
62 H -5.8524 4.0316 0.2237
63 H -3.4500 3.5631 0.6761
64 Se 1.8453 -1.4484 -2.9225


Record 2
# C22H21N5O

One molecule with the formula C22H21N5O (ωB97M-V/def2-TZVPD, OMol25).

Values from the calculation:
multiplicity	1
total charge	0
E_HOMO	-7.975	eV

Positions of all 49 atoms, in Å:
1 C 4.6827 3.6575 0.0289
2 O 3.7499 3.0737 -0.8265
3 C 4.1329 1.7021 -1.1399
4 C 3.1220 0.5979 -0.7029
5 N 2.9517 0.3002 -2.1129
6 C 1.6945 0.1152 -2.7782
7 C 1.7966 0.1303 -4.1894
8 C 0.5761 0.2662 -4.8946
9 C -0.6627 0.1254 -4.1975
10 C -1.9456 0.1972 -4.7448
11 N -3.0432 0.1687 -4.0081
12 C -2.8688 -0.0578 -2.7129
13 C -1.6971 -0.1527 -2.0032
14 C -1.7373 -0.5445 -0.5655
15 C -1.5423 -1.8878 -0.0968
16 C -1.8570 -2.1434 1.2658
17 C -2.2502 -1.0843 2.0614
18 C -2.4281 -1.3334 3.5368
19 C -3.3063 -0.4379 4.2977
20 N -3.3270 -0.7278 5.5042
21 N -2.4565 -1.7893 5.6763
22 C -2.3094 -2.4721 6.9519
23 C -1.9807 -2.1791 4.4046
24 C -2.7373 0.1883 1.5018
25 C -2.2701 0.4505 0.2251
26 C -0.5993 0.0031 -2.7969
27 N 0.5889 -0.0346 -2.0867
28 C 3.9482 1.2235 -2.6081
29 H 5.6687 3.1303 0.0785
30 H 4.3108 3.7929 1.0281
31 H 4.7753 4.5748 -0.4420
32 H 5.1753 1.3607 -1.0221
33 H 3.8004 -0.1712 -0.3251
34 H 2.2706 0.6542 -0.0420
35 H 2.8157 0.0605 -4.6314
36 H 0.4596 0.2870 -5.9751
37 H -2.0474 0.2576 -5.8216
38 H -3.7934 -0.2350 -2.1750
39 H -1.1244 -2.6427 -0.8196
40 H -1.6500 -3.1728 1.7158
41 H -3.8489 0.4355 3.8643
42 H -2.3434 -3.4562 6.7525
43 H -3.1287 -2.2203 7.6482
44 H -1.2952 -2.2065 7.4053
45 H -1.2716 -2.9771 4.1673
46 H -3.0569 0.9637 2.1320
47 H -2.3921 1.4069 -0.1964
48 H 4.8364 0.8085 -3.0222
49 H 3.6147 1.9941 -3.3090


Record 3
# C41H59Cl3N3OP2Pd

C41H59Cl3N3OP2Pd as an isolated structure (ωB97M-V/def2-TZVPD, OMol25).

Values from the calculation:
multiplicity	5
<S²>	6.0768
total charge	+3
E_HOMO (alpha / beta)	-15.593 / -16.109	eV

Positions of all 110 atoms, in Å:
1 Pd 0.4114 0.0666 0.3313
2 Cl -4.1337 -5.7290 1.2380
3 C -2.8338 -4.7188 0.8756
4 C -3.0222 -3.3152 0.9343
5 C -1.9679 -2.5187 0.6522
6 Cl -2.1083 -0.7958 0.6607
7 C -0.6515 -3.0261 0.3108
8 O 0.3096 -2.2683 0.0922
9 C -0.5375 -4.4731 0.2384
10 Cl 0.9636 -5.1343 -0.2094
11 C -1.5970 -5.2809 0.5214
12 H -3.9931 -2.9039 1.1845
13 H -1.4884 -6.3577 0.4665
14 C 3.4687 -1.7208 -5.9936
15 C 4.2607 -1.0189 -4.8859
16 C 4.9032 0.2882 -5.4120
17 C 3.4310 -0.6657 -3.6923
18 C 3.8604 -0.9754 -2.3940
19 C 3.2110 -0.5082 -1.2863
20 C 3.6779 -1.0517 0.0631
21 C 3.4261 -2.5718 0.0702
22 C 5.1569 -0.8052 0.4124
23 C 2.0798 0.4257 -1.4387
24 C 1.4542 0.4385 -2.7733
25 C 2.1783 -0.0469 -3.8302
26 C 0.0060 0.7741 -3.0570
27 C -0.8465 -0.4729 -2.7477
28 C -0.2853 1.2117 -4.4942
29 C 2.2042 1.5942 -0.4591
30 C 3.5589 1.9569 -0.2282
31 C 3.9547 2.9035 0.6862
32 C 3.0065 3.5293 1.4968
33 C 1.6830 3.2438 1.2930
34 C 1.2336 2.3571 0.2822
35 P -0.5393 2.5259 -0.0872
36 C -0.5993 4.1494 -1.1413
37 C 0.0768 5.3107 -0.3986
38 C -2.0728 4.4424 -1.4596
39 C 0.1667 3.9845 -2.4538
40 C -1.6226 2.7711 1.4807
41 C -1.1377 1.8796 2.6384
42 C -1.7633 4.1703 2.0982
43 C -3.0393 2.3487 0.9920
44 H 4.1498 -2.0015 -6.7966
45 H 2.7068 -1.0659 -6.4250
46 H 2.9830 -2.6293 -5.6312
47 H 5.0642 -1.6766 -4.5560
48 H 4.1367 0.9482 -5.8278
49 H 5.6134 0.0460 -6.2053
50 H 5.4394 0.8261 -4.6265
51 H 4.7304 -1.6143 -2.2745
52 H 3.0535 -0.6074 0.8317
53 H 4.1635 -3.0825 -0.5541
54 H 2.4321 -2.8173 -0.2938
55 H 3.5231 -2.9638 1.0879
56 H 5.8110 -1.0775 -0.4184
57 H 5.4494 -1.4421 1.2528
58 H 5.3666 0.2312 0.6773
59 H 1.7513 0.0173 -4.8231
60 H -0.2992 1.5536 -2.3773
61 H -0.6315 -1.2601 -3.4757
62 H -1.9109 -0.2295 -2.8150
63 H -0.6416 -0.8775 -1.7626
64 H -0.2157 0.3658 -5.1815
65 H 0.3921 1.9938 -4.8417
66 H -1.3107 1.5837 -4.5704
67 H 4.3165 1.5110 -0.8546
68 H 5.0045 3.1685 0.7601
69 H 3.3021 4.2743 2.2295
70 H 0.9425 3.7910 1.8627
71 H -0.3010 5.5107 0.5959
72 H -0.1197 6.2060 -0.9989
73 H 1.1587 5.1864 -0.3591
74 H -2.6421 4.7707 -0.5927
75 H -2.5758 3.5783 -1.9023
76 H -2.1090 5.2535 -2.1927
77 H 1.1440 3.5097 -2.3263
78 H 0.3462 4.9852 -2.8543
79 H -0.4086 3.4470 -3.1957
80 H -0.3399 2.3797 3.1947
81 H -0.7751 0.9041 2.3386
82 H -1.9716 1.7149 3.3270
83 H -0.8389 4.5509 2.5351
84 H -2.4847 4.0731 2.9182
85 H -2.1698 4.9115 1.4176
86 H -3.0361 1.6440 0.1592
87 H -3.6065 3.2192 0.6612
88 H -3.5960 1.8914 1.8130
89 C 2.4089 -2.0602 5.9624
90 N 3.4720 -1.5332 5.0706
91 C 4.0581 -0.2619 5.5453
92 N 2.9579 0.6852 5.4653
93 C 1.8441 0.2263 6.3073
94 N 1.3359 -1.0856 5.8864
95 C 0.6708 -1.0454 4.5926
96 P 1.7697 -0.4496 3.1844
97 C 3.2023 -1.6108 3.6675
98 C 2.5517 0.9973 4.1003
99 H 2.7879 -2.1270 6.9779
100 H 2.0797 -3.0397 5.6245
101 H 4.8856 0.0396 4.9091
102 H 4.3987 -0.3740 6.5699
103 H 1.0379 0.9548 6.2521
104 H 2.1850 0.1619 7.3400
105 H -0.1810 -0.3665 4.6441
106 H 0.2858 -2.0336 4.3412
107 H 4.0817 -1.3194 3.0904
108 H 2.9107 -2.6275 3.3998
109 H 1.8353 1.8189 4.1161
110 H 3.4141 1.3312 3.5254


Ordered energy relative to the best compared isomer or geometry (same formula, charge and spin) results: 0.0; 518.2; 31.2; unit kJ/mol.